Here is 2 unconnected molecules or ions with the total composition C5H6BrNO2 from the OMol25 dataset. Energies are from the ωB97M-V functional and the def2-TZVPD basis.

The calculation puts the LUMO energy at 0.82 eV. Its energy above the lowest of the compared OMol25 structures with the same formula, charge and spin is 18.3 kcal/mol. As for the SMILES: c1cc([C@H]2CO2)no1.Br. Its total energy is -2973.28184 a.u. Its orbital gap is 0.40662 Eh. The largest force on an atom comes out at 1.50 eV/Å. As for the HOMO energy: -10.2 eV.

```
15
Properties=species:S:1:pos:R:3:lowdin_charge:R:1
H -0.97 -2.38 0.68 0.12
H 2.45 1.13 -1.63 -0.36
Br 3.48 1.68 -2.42 0.32
H -1.34 0.49 1.91 0.11
H 0.89 2.05 2.47 0.13
C -1.33 -2.07 -0.29 -0.10
H -1.49 -2.87 -1.00 0.11
C -1.00 -0.73 -0.78 -0.24
C -0.46 0.68 1.33 0.03
N 0.99 0.62 -0.38 0.07
O -2.27 -1.04 -0.31 -0.01
O 1.49 1.41 0.61 -0.03
C -0.17 0.17 0.04 -0.23
H -0.92 -0.58 -1.86 0.16
C 0.63 1.45 1.62 -0.08
```

***

Here is a molecular structure, C20H44AlClFI2O9P2 from the OMol25 dataset. Energies are from the ωB97M-V functional and the def2-TZVPD basis.

The calculation puts the LUMO energy at 2.22 eV. As for the total charge: -1. Its total energy is -3546.48383 a.u. Its orbital gap is 0.27509 Eh. The largest force on an atom comes out at 5.55 eV/Å. As for the HOMO energy: -5.3 eV.

```
80
Properties=species:S:1:pos:R:3:lowdin_charge:R:1
H 3.37 -0.03 -2.74 0.09
C -5.01 -0.01 1.24 -0.25
C -1.15 -1.51 -2.47 -0.18
H -4.34 -4.53 5.34 0.06
C 0.05 -0.70 3.26 -0.06
H 2.38 2.02 -3.83 0.11
H -6.03 0.34 1.09 0.07
P -1.86 -3.56 3.59 0.50
H -0.81 1.19 -2.18 0.02
O 3.69 5.50 -2.03 -0.19
I -3.08 1.90 -0.14 0.90
H 3.94 1.00 -1.41 0.07
P 4.32 4.05 -1.74 0.46
C -4.11 -0.76 -1.03 -0.70
C 6.74 3.36 -2.61 -0.28
I -5.33 -2.51 -0.78 0.80
C 3.24 2.08 -3.16 -0.25
H 0.82 -2.14 1.87 0.12
O -2.72 -2.49 3.05 -0.22
Cl -0.90 0.52 -5.47 0.57
C -3.01 1.02 -3.77 -0.27
H -3.97 -5.83 3.59 0.07
H 0.95 -0.78 3.88 0.07
H -0.88 -2.68 -0.70 0.11
H -4.87 -3.61 6.76 0.08
H -3.54 1.83 -3.25 0.02
H 0.33 1.65 -3.41 0.03
H 0.14 0.18 2.63 0.08
H -0.42 -0.95 -3.03 0.03
H -4.76 -1.76 -3.77 -0.03
H -4.94 -1.01 1.64 0.02
H -2.07 -5.81 5.38 0.10
O 5.48 3.98 -2.87 -0.19
H -1.82 2.52 -4.68 0.08
H 4.97 7.92 -2.23 0.07
O -1.87 -3.36 5.21 -0.20
H 7.45 3.83 -3.28 0.12
C 5.02 7.39 -1.28 -0.08
C 3.77 6.55 -1.07 -0.29
C -4.19 0.11 -0.03 -0.91
C -3.03 -2.90 5.89 -0.29
C -0.76 -1.64 -1.01 -0.28
H -3.09 -7.13 2.81 0.08
O 4.96 4.15 -0.42 -0.23
O 3.13 3.33 -2.47 -0.15
H -3.53 -4.75 6.90 0.08
H -1.23 -6.93 4.34 0.12
O -3.82 -1.93 -3.85 -0.25
C -4.00 -4.01 6.24 -0.08
C 3.19 0.90 -2.21 -0.06
H -2.67 -2.42 6.80 0.12
H 7.07 3.58 -1.59 0.11
C -0.68 1.84 -3.04 -0.16
H 3.73 6.16 -0.06 0.10
O -1.39 -5.09 3.55 -0.17
O -0.37 -3.10 3.21 -0.19
H -0.73 2.86 -2.67 0.08
H -4.56 0.65 1.98 0.03
C -1.96 -6.12 4.34 -0.27
H -3.72 -7.37 4.45 0.08
H -1.15 -2.52 -2.90 0.06
H -1.35 -0.98 -0.37 0.06
H 5.91 6.76 -1.31 0.07
C -3.27 -6.65 3.77 -0.07
H -3.57 0.87 -4.70 0.05
H 7.70 1.44 -2.63 0.08
H 5.99 1.37 -2.20 0.06
C 6.72 1.87 -2.84 -0.07
H 4.12 2.05 -3.80 0.10
H -0.88 -1.81 1.65 0.08
H -3.54 -2.13 5.31 0.11
Al -3.01 -0.75 -2.77 0.06
C -0.11 -1.94 2.40 -0.27
C -1.64 1.57 -4.19 -0.79
H -0.80 -0.58 3.93 0.07
H 5.13 8.12 -0.48 0.07
H 2.22 0.84 -1.73 0.07
H 6.48 1.63 -3.88 0.08
F 0.63 -1.36 -0.83 -0.11
H 2.89 7.18 -1.21 0.12
```

***

Here is 2 unconnected molecules or ions with the total composition C2H8FNSi from the OMol25 dataset. Energies are from the ωB97M-V functional and the def2-TZVPD basis.

The calculation puts the LUMO energy (spin up / spin down) at -0.03 / -0.27 eV. Its energy above the lowest of the compared OMol25 structures with the same formula, charge and spin is 101.5 kcal/mol. Its total energy is -524.98141 a.u. Its orbital gap (spin up / spin down) is 0.34646 / 0.25023 Eh. The largest force on an atom comes out at 4.10 eV/Å. As for the HOMO energy (spin up / spin down): -9.5 / -7.1 eV.

```
13
Properties=species:S:1:pos:R:3:lowdin_charge:R:1
H 1.47 -2.33 -0.07 0.08
Si -2.42 0.49 0.49 0.64
H -0.08 1.44 -0.89 0.05
F -3.35 -0.31 -0.52 -0.29
H -2.85 1.80 0.39 -0.13
H 2.52 -0.93 -0.30 0.10
C 0.84 0.78 -0.69 -0.24
N 0.47 -0.53 -0.32 -0.11
H 1.25 1.33 0.13 0.07
C 1.56 -1.24 0.25 -0.19
H -2.33 -0.06 1.76 -0.14
H 1.37 0.96 -1.57 0.06
H 1.56 -1.38 1.33 0.08
```

***

Here is a gas-phase ion, C4H11BN3O2 (charge +1) from the OMol25 dataset. Energies are from the ωB97M-V functional and the def2-TZVPD basis.

The calculation puts the LUMO energy at -3.48 eV. As for the total charge: +1. As for the SMILES: C=CCN/C(N)=[NH+]/B(O)O. Its total energy is -498.41943 a.u. Its orbital gap is 0.31612 Eh. The largest force on an atom comes out at 1.93 eV/Å. As for the HOMO energy: -12.1 eV.

```
21
Properties=species:S:1:pos:R:3:lowdin_charge:R:1
H 3.18 1.07 1.89 0.07
H 4.32 -0.08 0.99 0.07
H -2.40 -2.73 -1.93 0.13
H 2.21 0.94 -1.47 0.14
H -1.47 0.63 1.69 0.13
H 1.69 1.94 -0.14 0.14
C -0.78 0.48 -0.16 -0.38
H 0.02 0.59 -1.95 0.18
B -2.51 -1.23 -0.70 -0.69
O -2.75 -1.90 0.46 0.22
H -2.69 0.84 -0.32 0.15
C 1.62 0.93 -0.55 -0.16
H -2.90 -1.37 1.24 0.11
C 2.26 -0.09 0.35 -0.17
N 0.24 0.64 -0.96 0.13
C 3.32 0.31 1.12 0.04
O -2.72 -1.82 -1.89 0.22
N -2.01 0.22 -0.75 0.20
N -0.61 0.54 1.18 0.24
H 1.86 -1.10 0.37 0.11
H 0.11 1.17 1.52 0.13
```

***

Here is C5H7NOS in the gas phase from the OMol25 dataset. Energies are from the ωB97M-V functional and the def2-TZVPD basis.

The calculation puts the LUMO energy at 0.85 eV. Its energy above the lowest of the compared OMol25 structures with the same formula, charge and spin is 20.4 kcal/mol. As for the SMILES: Cc1oc(S)cc1N. Its total energy is -722.88557 a.u. Its orbital gap is 0.32275 Eh. The largest force on an atom comes out at 1.53 eV/Å. As for the HOMO energy: -7.9 eV.

```
15
Properties=species:S:1:pos:R:3:lowdin_charge:R:1
N -1.54 -1.56 0.06 0.08
H -1.52 -2.38 -0.58 0.11
H -1.06 2.43 -0.83 0.09
H -2.40 -1.04 -0.12 0.08
H 3.71 0.37 1.14 -0.13
S 3.50 -0.02 -0.12 0.81
C -0.30 0.58 -0.07 -0.28
H -1.37 2.18 0.94 0.09
C 0.95 -1.27 -0.01 -0.02
C -1.32 1.68 -0.05 -0.01
H 1.29 -2.29 0.02 0.11
O 1.01 0.96 -0.05 0.00
C -0.39 -0.77 -0.03 -0.31
H -2.33 1.29 -0.27 0.08
C 1.75 -0.16 -0.03 -0.71
```

***

Here is BrClFHSi in the gas phase from the OMol25 dataset. Energies are from the ωB97M-V functional and the def2-TZVPD basis.

The calculation puts the LUMO energy at 0.63 eV. Its energy above the lowest of the compared OMol25 structures with the same formula, charge and spin is 0.0 kcal/mol. As for the SMILES: F[Si@@H](Cl)Br. Its total energy is -3424.31974 a.u. Its orbital gap is 0.43286 Eh. The largest force on an atom comes out at 1.93 eV/Å. As for the HOMO energy: -11.2 eV.

```
5
Properties=species:S:1:pos:R:3:lowdin_charge:R:1
F -0.41 1.26 -1.84 -0.22
H 0.11 0.00 0.45 -0.05
Si -0.57 1.08 -0.25 -0.23
Cl 0.08 2.82 0.74 0.21
Br -2.79 0.85 0.06 0.29
```

***

Here is 2 unconnected molecules or ions with the total composition C9H14O from the OMol25 dataset. Energies are from the ωB97M-V functional and the def2-TZVPD basis.

The calculation puts the LUMO energy at 0.82 eV. Its energy above the lowest of the compared OMol25 structures with the same formula, charge and spin is 23.1 kcal/mol. As for the SMILES: Cc1ccc(O)cc1.CC. Its total energy is -426.53593 a.u. Its orbital gap is 0.34599 Eh. The largest force on an atom comes out at 2.23 eV/Å. As for the HOMO energy: -8.6 eV.

```
24
Properties=species:S:1:pos:R:3:lowdin_charge:R:1
H -1.74 -0.39 1.46 0.12
H -0.08 0.96 -3.24 0.07
C -0.95 0.11 0.91 -0.02
H -0.54 -4.13 -0.19 0.06
C 1.23 1.40 -0.28 -0.05
H -0.02 -1.55 -1.82 0.04
H 1.01 -2.24 -0.69 0.06
H 2.20 1.63 -0.70 0.11
C -0.87 -3.14 -0.51 -0.16
H 0.77 0.13 3.44 0.09
C 0.22 -2.52 -1.40 -0.16
H -1.11 -2.48 0.33 0.04
H -1.84 0.10 -1.03 0.12
C 1.30 1.00 1.06 -0.02
C -0.04 1.67 -2.41 -0.07
H 2.13 1.36 1.66 0.11
O 0.03 0.56 3.04 0.04
C 0.08 1.14 -1.01 -0.30
C -1.01 0.46 -0.45 -0.05
H 0.78 -3.21 -2.03 0.06
H -1.86 -3.23 -0.97 0.06
C 0.11 0.60 1.66 -0.33
H -0.91 2.31 -2.55 0.08
H 0.93 2.14 -2.63 0.08
```

***

Here is C5H10O in the gas phase from the OMol25 dataset. Energies are from the ωB97M-V functional and the def2-TZVPD basis.

The calculation puts the LUMO energy at 0.98 eV. Its energy above the lowest of the compared OMol25 structures with the same formula, charge and spin is 0.1 kcal/mol. As for the SMILES: CCC(=O)CC. Its total energy is -271.75239 a.u. Its orbital gap is 0.38771 Eh. The largest force on an atom comes out at 0.44 eV/Å. As for the HOMO energy: -9.6 eV.

```
16
Properties=species:S:1:pos:R:3:lowdin_charge:R:1
C 0.03 0.05 0.29 -0.42
H 1.21 1.44 -0.78 0.12
C -1.32 -0.09 -0.40 -0.19
H -3.42 -0.38 0.03 0.07
C -2.49 -0.16 0.56 -0.11
C 2.54 -0.06 0.05 -0.10
H 2.58 -1.15 0.18 0.08
H -2.61 0.78 1.10 0.08
C 1.22 0.35 -0.59 -0.19
H 2.65 0.39 1.03 0.07
H -1.26 -1.01 -1.01 0.12
H 1.08 -0.12 -1.57 0.11
O 0.14 -0.07 1.49 0.08
H -1.43 0.73 -1.12 0.12
H -2.32 -0.94 1.31 0.08
H 3.39 0.24 -0.57 0.07
```

***

Question: The lowest total energy belongs to which entry?
Answer: C20H44AlClFI2O9P2